Computed, not measured: a structure of composition C50H50FN2O2S3SnTe, with ωB97M-V/def2-TZVPD.

Each line ends with the Mulliken charge.
Positions of all 110 atoms, in Å:
Sn: 0.448 -0.427 0.010  0.3573
C: -3.536 -3.032 1.460  -1.6977
C: -2.737 -1.951 0.727  2.5187
C: -3.087 -1.950 -0.761  -1.6853
C: -2.952 -0.580 1.352  0.4724
C: -4.216 -0.011 1.216  -0.0008
C: -4.525 1.207 1.791  -1.4784
C: -3.547 1.878 2.505  -0.6316
C: -2.262 1.365 2.652  0.8313
C: -1.274 2.204 3.452  0.1631
C: -0.092 2.688 2.617  -0.9878
C: -0.787 1.521 4.730  -1.4714
C: -1.947 0.112 2.077  -0.2435
N: -0.631 -0.414 2.175  0.6366
C: -0.454 -1.421 3.072  -0.1031
C: -1.305 -1.780 4.141  -0.5447
C: -1.008 -2.840 4.988  -0.9409
C: 0.141 -3.604 4.827  -0.8020
C: 1.009 -3.280 3.784  -0.9809
C: 0.689 -2.227 2.972  -0.1489
F: 1.535 -1.910 1.937  0.5533
H: -3.332 -4.014 1.025  0.3872
H: -4.611 -2.841 1.380  0.3435
H: -3.273 -3.070 2.517  0.3289
H: -1.683 -2.203 0.814  -1.2390
H: -4.152 -1.765 -0.928  0.3679
H: -2.850 -2.920 -1.206  0.4575
H: -2.523 -1.182 -1.295  0.1955
H: -4.976 -0.544 0.654  0.2964
H: -5.518 1.631 1.688  0.3881
H: -3.778 2.834 2.964  0.3124
H: -1.838 3.092 3.757  0.6431
H: 0.524 1.846 2.310  -0.2950
H: 0.533 3.370 3.203  0.5616
H: -0.422 3.209 1.716  0.1273
H: -0.146 0.670 4.498  0.1015
H: -1.623 1.160 5.334  0.3516
H: -0.210 2.228 5.333  0.5008
H: -2.216 -1.214 4.288  0.5754
H: -1.701 -3.073 5.788  0.4077
H: 0.364 -4.428 5.492  0.4015
H: 1.918 -3.835 3.587  0.5352
N: 5.508 5.015 1.632  -0.6155
C: 4.751 4.174 1.419  -0.1754
C: 3.805 3.126 1.147  0.5022
C: 2.895 3.269 0.101  -0.9750
C: 1.986 2.252 -0.151  0.3015
C: 1.958 1.076 0.604  -0.3128
C: 2.875 0.970 1.651  0.8360
C: 3.791 1.971 1.928  -1.1545
H: 2.902 4.172 -0.497  0.4832
H: 1.270 2.392 -0.956  0.1727
H: 2.870 0.095 2.294  0.3581
H: 4.489 1.871 2.750  0.4760
C: -1.530 3.738 -2.530  -1.1450
Te: -2.061 2.166 -1.179  0.3042
C: -3.563 3.527 -0.487  -0.9794
C: -3.632 4.643 -1.497  0.4097
C: -4.659 5.585 -1.455  -0.5067
C: -4.719 6.617 -2.378  -0.5931
C: -3.740 6.720 -3.359  -0.5619
C: -2.715 5.790 -3.406  -0.5441
C: -2.650 4.747 -2.483  0.2760
H: -1.399 3.325 -3.529  0.4758
H: -0.584 4.183 -2.218  0.4555
H: -3.287 3.899 0.501  0.4407
H: -4.511 3.000 -0.393  0.4851
H: -5.421 5.500 -0.688  0.4487
H: -5.526 7.337 -2.335  0.3850
H: -3.779 7.521 -4.087  0.3856
H: -1.950 5.867 -4.171  0.4491
C: 1.577 0.243 -4.733  -0.7430
C: 0.564 -0.846 -4.375  0.1620
C: -0.456 -0.048 -3.583  0.3551
O: 0.309 0.918 -2.852  0.3273
C: 1.605 1.074 -3.455  -0.1885
H: 1.221 0.839 -5.577  0.3400
H: 2.557 -0.159 -4.982  0.3014
H: 1.034 -1.598 -3.736  -0.4796
H: 0.129 -1.341 -5.243  0.5441
H: -1.027 -0.635 -2.861  -0.5989
H: -1.161 0.471 -4.246  0.3397
H: 2.352 0.703 -2.748  -0.1122
H: 1.781 2.137 -3.636  0.3057
O: 2.104 -1.520 -0.869  -0.7793
C: 2.649 -2.775 -0.987  3.1366
C: 1.634 -3.846 -0.548  -0.8734
C: 0.295 -3.834 -0.814  0.2983
C: -0.391 -4.957 -0.274  -0.7425
C: 0.442 -5.801 0.394  -0.7827
S: 2.055 -5.237 0.371  -0.2057
C: 3.017 -3.019 -2.465  -0.8314
C: 3.723 -2.159 -3.254  -0.2792
C: 3.963 -2.674 -4.556  -0.5752
C: 3.425 -3.914 -4.732  -0.6061
S: 2.630 -4.454 -3.318  -0.1088
C: 3.951 -2.936 -0.178  -0.8901
C: 4.320 -2.325 0.982  -0.4094
C: 5.586 -2.753 1.469  -0.9789
C: 6.164 -3.687 0.665  -0.6142
S: 5.184 -4.032 -0.690  -0.0198
H: -0.175 -3.036 -1.374  0.4901
H: -1.456 -5.122 -0.371  0.4209
H: 0.187 -6.716 0.906  0.4258
H: 4.063 -1.199 -2.886  0.5157
H: 4.506 -2.144 -5.329  0.4283
H: 3.447 -4.528 -5.621  0.4523
H: 3.701 -1.590 1.469  0.4722
H: 6.044 -2.375 2.373  0.4118
H: 7.121 -4.173 0.789  0.4448

## Properties
Kohn-Sham gap, eV: 6.34
Multiplicity: 1
Net charge: -1

Computed, not measured: a structure of composition C50H51N6O2P2PdS5, with ωB97M-V/def2-TZVPD.

Each line ends with the Mulliken charge.
Positions of all 117 atoms, in Å:
Pd: -0.518 0.214 0.074  0.3308
C: 7.386 0.252 4.292  -0.8135
S: 5.786 0.294 5.051  0.3626
C: 4.825 -0.888 4.118  -0.9420
C: 3.724 -0.157 3.322  -0.5413
C: 2.825 -1.204 2.654  -1.4202
N: 1.745 -0.633 1.855  0.1556
P: 0.088 -0.597 2.278  0.8471
C: -0.076 0.398 3.774  0.4826
C: -0.717 1.629 3.675  -0.5001
C: -0.828 2.455 4.786  -0.6479
C: -0.298 2.048 6.001  -0.6732
C: 0.326 0.809 6.114  -0.7773
C: 0.432 -0.018 5.008  -0.2992
C: -0.316 -2.272 2.833  0.5198
C: -1.434 -2.453 3.652  -0.7832
C: -1.836 -3.731 4.009  -0.7063
C: -1.124 -4.836 3.558  -0.7860
C: -0.014 -4.663 2.743  -0.8896
C: 0.386 -3.386 2.375  -0.0608
P: 1.909 -0.020 0.265  1.8508
C: 3.230 -1.009 -0.468  0.9338
C: 4.521 -0.499 -0.616  -0.8103
C: 5.530 -1.305 -1.125  -0.8139
C: 5.260 -2.619 -1.483  -0.6880
C: 3.977 -3.130 -1.335  -0.9115
C: 2.963 -2.329 -0.835  -0.3481
C: 2.519 1.673 0.333  0.7259
C: 2.524 2.418 1.509  -0.6325
C: 2.877 3.760 1.478  -0.7800
C: 3.195 4.367 0.271  -0.8672
C: 3.152 3.636 -0.910  -0.7868
C: 2.816 2.292 -0.883  -0.5787
H: 8.003 1.016 4.759  0.3800
H: 7.279 0.428 3.219  0.3286
H: 7.817 -0.742 4.451  0.3684
H: 4.377 -1.550 4.867  0.5057
H: 5.490 -1.466 3.476  0.5129
H: 4.182 0.481 2.564  0.3951
H: 3.132 0.475 3.987  0.4251
H: 2.384 -1.851 3.417  0.8498
H: 3.437 -1.842 2.008  0.6827
H: -1.149 1.920 2.725  0.4401
H: -1.338 3.406 4.709  0.5010
H: -0.389 2.684 6.870  0.4412
H: 0.706 0.482 7.073  0.4967
H: 0.876 -1.002 5.112  0.5269
H: -1.982 -1.595 4.024  0.5163
H: -2.693 -3.865 4.656  0.5075
H: -1.430 -5.832 3.850  0.4502
H: 0.540 -5.523 2.392  0.5268
H: 1.239 -3.263 1.719  0.2951
H: 4.739 0.527 -0.354  0.4320
H: 6.525 -0.901 -1.257  0.5115
H: 6.046 -3.241 -1.889  0.4376
H: 3.764 -4.151 -1.623  0.5097
H: 1.958 -2.724 -0.739  0.4085
H: 2.219 1.966 2.445  0.2314
H: 2.886 4.337 2.394  0.4956
H: 3.462 5.415 0.247  0.4446
H: 3.379 4.111 -1.855  0.4936
H: 2.776 1.732 -1.812  0.5344
C: -4.712 -0.804 -6.550  -1.5917
C: -3.545 -0.358 -5.716  0.6871
C: -2.398 0.160 -6.316  -0.9189
C: -1.309 0.565 -5.559  -1.0173
C: -1.363 0.454 -4.177  -0.0856
C: -2.496 -0.054 -3.553  -0.2414
C: -3.575 -0.459 -4.324  -0.5033
S: 0.045 0.945 -3.226  1.2697
O: 0.865 -0.242 -3.025  -0.8822
O: 0.681 2.047 -3.891  -0.7223
N: -0.546 1.338 -1.795  1.3616
C: -0.561 2.623 -1.294  0.0519
C: -0.640 3.829 -2.001  -1.1801
C: -0.675 5.003 -1.281  -1.0413
C: -0.633 4.975 0.113  -1.0619
C: -0.574 3.747 0.732  -0.5161
N: -0.550 2.594 0.051  1.4994
H: -4.828 -0.178 -7.433  0.4174
H: -5.641 -0.775 -5.983  0.3823
H: -4.567 -1.829 -6.899  0.3123
H: -2.361 0.261 -7.394  0.4964
H: -0.431 0.984 -6.034  0.6209
H: -2.531 -0.125 -2.473  0.0023
H: -4.463 -0.853 -3.841  0.5684
H: -0.658 3.827 -3.079  0.6869
H: -0.735 5.949 -1.804  0.5026
H: -0.646 5.882 0.700  0.5473
H: -0.535 3.676 1.811  0.0839
S: -0.775 -2.299 -0.541  -0.3623
C: -1.298 -2.694 -2.121  -0.2605
N: -0.696 -2.369 -3.231  0.0444
C: -1.347 -2.746 -4.485  -0.0596
C: -2.340 -3.860 -4.144  -0.6022
S: -2.715 -3.658 -2.371  -0.0257
H: 0.013 -1.625 -3.204  0.2270
H: -0.597 -3.089 -5.195  0.4953
H: -1.848 -1.868 -4.899  -0.4079
H: -1.917 -4.851 -4.289  0.3863
H: -3.259 -3.775 -4.717  0.4430
N: -3.667 -2.383 0.941  0.1113
C: -4.210 -1.316 0.415  0.3900
N: -3.504 -0.171 0.265  0.1710
C: -4.283 0.768 -0.269  -0.9414
C: -3.871 2.102 -0.549  0.2849
C: -4.764 2.956 -1.121  -0.6886
C: -6.083 2.534 -1.422  -0.5270
C: -6.529 1.240 -1.147  -0.6116
C: -5.636 0.372 -0.574  0.7908
S: -5.873 -1.285 -0.117  -0.1908
H: -2.653 -2.414 1.042  -0.3915
H: -4.187 -3.242 1.055  0.2730
H: -2.865 2.401 -0.296  0.4340
H: -4.476 3.973 -1.347  0.5294
H: -6.770 3.239 -1.871  0.4573
H: -7.545 0.948 -1.377  0.5026

## Properties
Kohn-Sham gap (alpha / beta), eV: 7.47 / 3.35
ΔE to the lowest compared entry with this formula, charge and spin, eV: 0.000
⟨S²⟩: 6.05
Multiplicity: 5
Net charge: +3

Computed, not measured: a structure of composition C50H53As2MnN2 in a non-equilibrium geometry, with ωB97M-V/def2-TZVPD.

Each line ends with the Mulliken charge.
Positions of all 108 atoms, in Å:
Mn: -0.517 0.032 -0.973  -0.2891
C: -1.079 2.622 2.284  -1.2661
C: -1.676 1.459 3.013  -1.4176
As: -0.726 -0.201 2.569  1.1893
C: 0.672 0.070 3.969  0.0586
C: 0.634 0.993 4.997  -0.3179
C: 1.790 1.451 5.660  -0.6370
C: 2.996 0.770 5.439  -0.3747
C: 3.011 -0.337 4.571  -0.5453
C: 1.878 -0.649 3.821  -0.4726
C: -1.994 -1.467 3.434  0.3411
C: -3.378 -1.341 3.305  -0.1673
C: -4.237 -2.226 3.979  -0.7049
C: -3.692 -3.131 4.890  -0.4701
C: -2.311 -3.183 5.121  -0.5037
C: -1.463 -2.397 4.394  -0.4739
As: -0.854 2.381 0.335  0.7594
C: -0.589 4.242 -0.323  0.3803
C: -1.367 5.323 0.079  -0.1336
C: -1.081 6.626 -0.285  -0.6610
C: -0.047 6.887 -1.191  -0.5386
C: 0.782 5.795 -1.612  -0.4612
C: 0.498 4.489 -1.226  -0.5617
C: -2.705 2.046 -0.324  -0.0813
C: -3.752 2.759 0.280  -0.0772
C: -5.076 2.663 -0.087  -1.2989
C: -5.494 1.650 -0.992  -0.3131
C: -4.553 1.004 -1.730  -1.2635
C: -3.093 1.178 -1.518  0.8895
H: -0.088 2.842 2.680  0.4252
H: -1.629 3.565 2.463  0.6269
H: -2.689 1.287 2.581  0.3054
H: -1.779 1.564 4.087  0.8378
H: -0.319 1.456 5.232  0.2671
H: 1.778 2.320 6.301  0.4166
H: 3.969 1.149 5.817  0.3094
H: 3.941 -0.897 4.349  0.3031
H: 1.904 -1.434 3.060  0.3381
H: -3.796 -0.567 2.678  0.3564
H: -5.309 -2.163 3.754  0.3886
H: -4.340 -3.899 5.298  0.3251
H: -1.909 -3.864 5.855  0.3856
H: -0.370 -2.464 4.522  0.2796
H: -2.229 5.212 0.776  0.1242
H: -1.613 7.462 0.197  0.3406
H: 0.193 7.901 -1.508  0.3486
H: 1.634 5.954 -2.305  0.3532
H: 1.055 3.682 -1.663  0.4121
H: -3.437 3.299 1.172  0.2151
H: -5.827 3.253 0.482  0.2476
H: -6.571 1.437 -1.074  0.3777
H: -4.802 0.251 -2.453  0.3793
H: -2.706 1.581 -2.466  0.0020
C: 2.936 3.381 1.292  -1.4024
C: 3.048 2.456 0.103  0.4433
C: 4.036 2.667 -0.915  -0.9164
C: 4.367 1.680 -1.838  0.2285
C: 5.567 1.805 -2.732  -1.6411
C: 3.496 0.626 -1.997  -0.3298
C: 2.279 0.507 -1.216  -0.1203
C: 2.196 1.379 -0.077  0.3004
N: 1.329 -0.464 -1.375  -0.0805
C: 1.604 -1.799 -1.924  2.6682
C: 2.788 -2.404 -1.107  -1.2412
C: 3.126 -3.824 -1.608  0.3276
C: 3.469 -3.687 -3.134  -1.1766
C: 2.231 -3.130 -3.929  0.2615
C: 1.033 -4.055 -3.724  -1.5693
C: 0.710 -4.145 -2.240  0.3648
C: 1.905 -4.723 -1.398  -1.3691
C: 0.379 -2.741 -1.706  -2.5642
C: 1.923 -1.712 -3.398  -0.7976
H: 2.285 2.938 2.034  0.0006
H: 2.512 4.324 0.930  0.2212
H: 3.905 3.569 1.723  0.5581
H: 4.591 3.599 -0.878  0.2925
H: 6.343 1.029 -2.531  0.2659
H: 5.962 2.790 -2.614  0.4252
H: 5.289 1.683 -3.781  0.3641
H: 3.756 -0.098 -2.774  0.2259
H: 1.459 1.106 0.681  0.7885
H: 2.569 -2.356 -0.049  0.2684
H: 3.715 -1.793 -1.192  0.5042
H: 3.938 -4.256 -1.020  0.3252
H: 3.841 -4.634 -3.554  0.4326
H: 4.316 -2.977 -3.215  0.5117
H: 2.507 -3.064 -4.973  0.3880
H: 1.279 -5.047 -4.138  0.5051
H: 0.152 -3.680 -4.245  0.4428
H: -0.178 -4.777 -2.096  0.2995
H: 2.149 -5.761 -1.755  0.4848
H: 1.642 -4.824 -0.346  0.4996
H: 0.081 -2.808 -0.630  0.0572
H: -0.449 -2.353 -2.280  0.2972
H: 1.061 -1.304 -3.950  0.3451
H: 2.770 -1.047 -3.640  0.0691
N: -2.382 -0.138 -1.226  0.7461
C: -2.820 -1.380 -1.733  -0.7113
C: -3.262 -1.579 -3.041  0.0855
C: -4.069 -2.691 -3.348  -0.6210
C: -4.279 -3.672 -2.341  -0.5888
C: -3.622 -3.561 -1.081  -0.5599
C: -2.935 -2.445 -0.767  0.0693
H: -2.976 -0.826 -3.793  0.4159
H: -4.452 -2.831 -4.355  0.4066
H: -4.708 -4.659 -2.627  0.2576
H: -3.661 -4.386 -0.385  0.4371
H: -2.387 -2.340 0.195  0.1513

## Properties
Kohn-Sham gap (alpha / beta), eV: 4.69 / 4.65
ΔE to the lowest compared entry with this formula, charge and spin, eV: 0.000
⟨S²⟩: 8.76
Multiplicity: 6
Net charge: -1

Number 1: M 1072.47 g mol⁻¹. Number 2: M 1096.70 g mol⁻¹. Number 3: M 886.77 g mol⁻¹.